(1)
{
  "formula": "C7H10N2",
  "method": "wB97M-V/def2-TZVPD",
  "symbols": ["H", "H", "C", "C", "H", "H", "H", "C", "C", "C", "H", "C", "N", "C", "H", "H", "H", "N", "H"],
  "positions_angstrom": [[1.26522, -2.26320, -0.97672], [-0.88127, 2.40118, 0.54986], [1.46383, -1.17355, -0.84853], [0.71922, -0.73686, 0.35422], [2.59167, -1.22568, -0.79569], [0.62804, -0.15375, 2.45370], [-0.71276, 2.04701, -1.28192], [-2.45133, -1.58305, 0.18218], [-1.41704, 0.44466, -0.02122], [-0.67444, 1.69955, -0.18378], [0.38994, 1.48689, 0.11353], [1.23530, -0.52950, 1.54600], [-3.31867, -0.63452, -0.00498], [-0.98463, -0.88304, 0.22433], [1.09192, -0.78400, -1.75779], [-3.26691, 1.34134, -0.33225], [2.24790, -0.06253, 1.50829], [-2.74694, 0.50194, -0.10267], [-2.91142, -2.54066, 0.26474]],
  "mulliken_charge": [0.3128, 0.4245, -1.2353, 0.2931, 0.3462, 0.2677, 0.2563, -0.5269, 0.2857, -1.2008, 0.2656, -0.5338, -0.9304, 0.2295, 0.3224, 0.2281, 0.2849, 0.4444, 0.4659],
  "orbital_gap_ha": 0.3576,
  "energy_ha": -382.10392,
  "smiles": "C=C(C)c1cn[nH]c1C",
  "e_above_lowest_ev": 4.034,
  "charge": 0,
  "e_homo_ev": -8.83
}


(2)
{
  "formula": "C2H5N3O3",
  "method": "wB97M-V/def2-TZVPD",
  "symbols": ["N", "H", "H", "N", "O", "C", "H", "N", "O", "H", "C", "O", "H"],
  "positions_angstrom": [[-1.98894, 0.83760, 0.66976], [1.09261, 0.62303, -2.63264], [1.89349, -0.23744, 0.44305], [0.94437, 0.13666, 0.38561], [0.58259, 0.47628, -0.88620], [1.48290, 0.12836, -1.81248], [-1.92370, -1.24553, 1.16601], [-1.32282, -0.49659, 0.66578], [2.41652, -0.56982, -1.60128], [-2.05847, 1.21183, -0.28782], [-0.00154, -0.75426, 0.97977], [0.34858, -1.66811, 1.70926], [-1.46559, 1.55798, 1.20117]],
  "mulliken_charge": [-0.5907, 0.3900, 0.3315, -0.2604, -0.1778, 0.1766, 0.2959, -0.1036, -0.4982, 0.2763, 0.4877, -0.6035, 0.2762],
  "orbital_gap_ha": 0.3930,
  "energy_ha": -469.11722,
  "smiles": "NNC(=O)NOC=O",
  "e_above_lowest_ev": 2.272,
  "charge": 0,
  "e_homo_ev": -10.01
}


(3)
{
  "formula": "C30H50AuP4S",
  "method": "wB97M-V/def2-TZVPD",
  "symbols": ["H", "H", "C", "C", "C", "C", "H", "H", "C", "H", "C", "H", "H", "H", "C", "H", "C", "H", "P", "H", "H", "H", "C", "C", "H", "H", "H", "C", "C", "H", "C", "C", "C", "C", "H", "H", "H", "H", "H", "H", "P", "H", "H", "H", "H", "H", "C", "H", "S", "P", "P", "H", "C", "H", "H", "Au", "H", "H", "C", "C", "H", "H", "H", "H", "H", "H", "H", "C", "H", "C", "C", "H", "C", "C", "C", "C", "H", "H", "C", "H", "C", "C", "H", "H", "H", "H"],
  "positions_angstrom": [[-0.94076, -4.28104, 2.28882], [-3.79303, -0.41645, 2.21583], [-2.29071, -1.05789, -3.06896], [7.93703, 3.88640, -2.67685], [1.98168, -2.53600, 2.22888], [1.45296, 0.53851, 0.28167], [-2.44118, 1.61251, -3.14775], [-4.25541, 1.27642, 2.50862], [-2.56659, -1.58550, 4.27943], [-1.43442, 3.01385, -3.58948], [0.06975, -2.41844, -2.44684], [3.90934, -3.41431, 2.61858], [0.58343, -6.09560, 2.79104], [-1.77387, -0.35514, -3.72609], [6.93682, 4.47074, -1.89863], [-1.83714, 3.11120, 1.67441], [7.58227, 3.16900, -3.81955], [-2.90137, -3.29962, 1.39383], [-0.38537, 1.69597, -1.79482], [-4.84485, -4.13327, 2.48999], [-4.04801, 1.39368, -1.37271], [0.70284, -1.72780, -3.00903], [-2.61253, 2.90677, 0.93077], [2.34519, -4.87929, 2.70704], [0.08351, -1.52013, 4.39243], [-2.40595, 3.03808, -2.10106], [-1.80479, -3.48175, -0.26033], [0.57749, -2.73050, 2.11361], [-1.80218, 2.40472, -2.75617], [3.01697, -5.69068, 2.96383], [0.68794, 1.14334, -3.19751], [-4.22477, 0.99001, -0.37286], [-4.21203, -3.41451, 2.99446], [-3.70890, -2.07944, 4.91564], [-0.34478, -3.16845, -3.13223], [2.45441, -1.58487, 2.18095], [3.67501, 2.75653, -4.91501], [1.12101, -0.41989, 3.46300], [-5.04784, 1.54470, 0.09543], [-3.95718, -1.74765, 5.91625], [-2.66266, 1.07673, 0.63105], [-2.51433, -3.56146, -1.88544], [5.98073, 2.47271, -5.07766], [8.34993, 2.70852, -4.43535], [0.63735, 1.28628, 2.17866], [0.64619, 2.49672, 0.86263], [0.07421, -0.74809, 3.59271], [-3.25036, -2.52775, -0.63252], [3.51903, 3.49432, -3.80136], [-0.67538, -1.35898, 2.00970], [-1.26115, -1.45459, -1.57067], [2.02194, -0.25074, 0.77681], [0.47967, 3.29373, -1.44083], [-0.45094, 0.16910, 3.92851], [8.98067, 3.98887, -2.39602], [-0.67244, 0.18648, -0.06242], [-2.50671, -1.96811, -3.64018], [0.70356, -2.91532, -1.70891], [0.10677, -4.04912, 2.30821], [-2.20245, -1.98266, 2.94716], [-2.01935, -0.87652, 4.87076], [1.47263, 3.10535, -1.02579], [-3.23358, -0.60409, -2.75156], [-2.66550, 0.67574, 3.04742], [4.82412, 4.80039, -1.64291], [0.88331, 1.96470, -3.89628], [0.21418, 0.32392, -3.74197], [0.65396, 1.43718, 1.10282], [2.03190, 0.96023, -0.54211], [-3.42110, 0.60984, 2.25899], [0.97657, -5.10503, 2.60612], [-2.34027, 3.43354, 0.01256], [-2.30417, -2.89940, -1.03750], [5.24178, 3.62100, -3.40307], [-4.53118, -2.99277, 4.27449], [6.24436, 3.03382, -4.18546], [-3.57492, 3.29223, 1.28919], [-0.09205, 3.88195, -0.71855], [2.84620, -3.59856, 2.51538], [1.63365, 0.77895, -2.78813], [-3.07402, -2.91775, 2.35168], [5.59634, 4.34223, -2.25452], [-5.41381, -3.37622, 4.76903], [7.19808, 5.03230, -1.00607], [-4.51811, -0.05947, -0.47823], [0.58336, 3.86561, -2.36904]],
  "mulliken_charge": [0.2885, 0.3621, -1.3307, -0.3849, -0.6750, -0.4244, 0.2993, 0.6889, -0.0893, 0.5284, -1.4403, 0.4151, 0.4549, 0.4097, -0.4852, 0.3545, -0.5427, 0.3445, 1.0007, 0.4559, 0.3642, 0.3532, -1.2216, -0.5733, 0.5057, 0.4081, 0.3145, 1.3766, -1.4025, 0.4191, -1.3755, -1.4016, -0.9474, -1.0175, 0.4765, 0.3894, 0.2406, 0.5692, 0.4986, 0.4858, 0.6921, 0.6684, 0.3103, 0.4067, 0.3776, 0.3370, -2.0500, 0.3534, 0.0014, 0.7853, 0.7754, -0.1831, -1.5043, 0.4530, 0.4272, 1.7262, 0.5669, 0.3642, -0.3456, 0.7043, 0.3150, 0.3711, 0.3332, 0.3785, 0.3877, 0.4163, 0.3030, -0.8378, 0.2650, -1.4815, -0.7787, 0.3034, -1.2413, 1.0167, -0.6930, -0.3951, 0.5549, 0.3060, -0.9667, 0.3321, -0.7606, -0.4058, 0.4254, 0.4068, 0.3600, 0.5264],
  "orbital_gap_ha": [0.2580, 0.1506],
  "energy_ha": -3071.39983,
  "spin_multiplicity": 3,
  "s2": 2.026,
  "charge": 3,
  "e_homo_ev": [-14.22, -15.62]
}


(4)
{
  "formula": "C5H13NSi",
  "method": "wB97M-V/def2-TZVPD",
  "symbols": ["H", "C", "H", "H", "H", "H", "H", "H", "H", "C", "C", "C", "H", "N", "H", "Si", "H", "H", "H", "C"],
  "positions_angstrom": [[0.58198, 2.39898, 1.18238], [1.35792, 1.73422, 1.42936], [-0.76320, -1.32168, -2.37894], [0.53548, -1.31297, 1.74390], [0.77770, 1.55448, -2.03773], [0.43771, -2.61484, 0.31001], [-1.10943, 1.77838, 2.04300], [-0.64608, 0.94353, -2.58168], [0.44554, -3.36184, -1.25380], [-0.33909, -1.36068, -1.39643], [-0.07768, -0.11933, -0.92219], [-0.17375, -2.59746, -0.65554], [1.40838, 1.64849, 2.49977], [-1.17940, 0.91406, 1.44506], [-1.01172, -3.26454, -0.42785], [0.27165, 0.16085, 0.97527], [2.32034, 1.52100, 1.02239], [-0.70995, 1.83033, -1.03918], [-1.90887, 0.35293, 1.71917], [-0.21753, 1.11609, -1.67697]],
  "mulliken_charge": [0.3396, -1.1162, 0.3007, -0.2098, 0.2444, 0.1791, 0.2036, 0.4634, 0.2948, -0.1272, 0.5490, -1.0418, 0.3067, -0.4820, 0.2891, 0.3384, 0.3704, 0.3699, 0.1965, -1.4686],
  "orbital_gap_ha": 0.3603,
  "energy_ha": -542.50155,
  "smiles": "C/C=C(/C)[Si@@H](C)N",
  "e_above_lowest_ev": 1.841,
  "charge": 0,
  "e_homo_ev": -8.80
}